# C41H36BF5N2SV

A structure of composition C41H36BF5N2SV at a distorted geometry (the ωB97M-V functional and the def2-TZVPD basis, the Open Molecules 2025 dataset).

Last column: Löwdin charge in e.
Positions of all 87 atoms, in Å:
V -0.08 0.64 0.07  1.10
C 3.23 0.72 1.92  -0.04
C 2.67 1.58 3.07  -0.32
C 2.83 0.80 4.39  -0.04
C 1.27 2.21 3.02  -0.14
C 1.20 3.44 3.66  -0.05
C -0.01 4.06 3.92  -0.04
C -1.19 3.42 3.60  -0.05
C -1.21 2.19 2.96  -0.12
C -2.65 1.62 2.80  -0.31
C -2.91 0.12 2.63  -0.04
C -3.44 2.35 1.71  -0.04
C 0.05 1.63 2.59  -0.19
N 0.12 0.38 1.87  -0.02
C 0.18 -0.79 2.70  -0.17
C -0.04 -0.71 4.08  -0.04
C -0.06 -1.84 4.88  -0.06
C 0.14 -3.10 4.32  -0.05
C 0.42 -3.20 2.97  0.02
C 0.45 -2.06 2.21  -0.21
F 0.80 -2.17 0.92  0.08
H 4.14 0.24 2.27  0.09
H 3.50 1.33 1.06  0.06
H 2.55 -0.07 1.59  0.06
H 3.34 2.43 3.14  0.13
H 2.42 -0.21 4.32  0.07
H 2.35 1.31 5.22  0.09
H 3.90 0.71 4.63  0.09
H 2.12 3.92 3.97  0.13
H -0.03 5.03 4.41  0.12
H -2.14 3.88 3.87  0.13
H -3.11 1.89 3.75  0.14
H -2.55 -0.27 1.69  0.05
H -3.99 -0.03 2.64  0.10
H -2.51 -0.49 3.44  0.07
H -3.13 2.02 0.72  0.07
H -3.34 3.43 1.77  0.07
H -4.50 2.10 1.82  0.10
H -0.19 0.25 4.54  0.13
H -0.25 -1.74 5.94  0.12
H 0.10 -3.99 4.94  0.12
H 0.63 -4.15 2.50  0.13
S 3.77 2.09 -2.12  1.19
C 3.44 3.47 -1.13  -0.45
C 4.16 4.66 -1.10  -0.07
C 3.75 5.63 -0.21  -0.06
C 2.65 5.40 0.63  -0.05
C 1.95 4.22 0.58  -0.01
C 2.33 3.23 -0.32  -0.26
N 1.76 1.95 -0.52  0.05
C 2.44 1.28 -1.41  -0.54
C 2.06 -0.08 -1.79  -0.23
C 2.80 -0.83 -2.69  -0.03
C 2.36 -2.09 -3.07  -0.04
C 1.16 -2.58 -2.56  -0.03
C 0.43 -1.84 -1.65  -0.08
C 0.89 -0.60 -1.23  -0.15
H 5.01 4.82 -1.75  0.12
H 4.29 6.57 -0.15  0.11
H 2.35 6.16 1.34  0.11
H 1.12 4.07 1.23  0.07
H 3.72 -0.43 -3.11  0.10
H 2.94 -2.68 -3.77  0.12
H 0.80 -3.56 -2.87  0.12
H -0.49 -2.25 -1.25  0.10
C -2.84 5.85 -0.42  -0.06
C -1.99 5.31 0.57  -0.06
C -1.40 4.10 0.38  -0.08
C -1.58 3.36 -0.81  -0.16
C -0.96 2.09 -1.06  -0.10
C -1.09 1.51 -2.30  -0.09
C -1.90 2.08 -3.30  -0.04
C -2.57 3.24 -3.05  0.00
C -2.40 3.92 -1.82  -0.15
C -3.05 5.16 -1.58  -0.02
H -3.34 6.80 -0.25  0.11
H -1.82 5.86 1.49  0.11
H -0.81 3.66 1.17  0.07
H -0.61 0.58 -2.56  0.09
H -2.00 1.57 -4.25  0.12
H -3.22 3.67 -3.80  0.12
H -3.69 5.56 -2.35  0.12
F -3.34 -2.31 -0.40  0.26
B -3.33 -1.22 -1.15  -0.89
F -1.45 -0.40 -0.08  -0.27
F -2.74 -1.25 -2.34  0.25
F -4.03 -0.15 -0.79  0.26

Output
Total charge ... +1
Relative energy (zero: lowest compared OMol25 entry of this formula, charge and spin) ... 66.5 kJ/mol
Gap between HOMO and LUMO ... 6.38 eV
E_LUMO ... -4.4 eV
E_HOMO ... -10.779 eV



# C41H36N2O3P2SbSe4Ti

A structure of composition C41H36N2O3P2SbSe4Ti at a distorted geometry (the ωB97M-V functional and the def2-TZVPD basis, the Open Molecules 2025 dataset).

Last column: Löwdin spin population.
Positions of all 90 atoms, in Å:
Ti -0.69 0.70 -0.10  0.00
O -3.17 4.06 3.54  0.00
C -1.92 3.87 4.01  0.00
C -1.56 4.52 5.18  0.00
C -0.29 4.38 5.70  0.00
C 0.65 3.58 5.06  0.00
C 0.30 2.92 3.91  0.00
C -0.98 3.04 3.36  0.00
C -1.30 2.31 2.13  0.00
O -0.43 1.45 1.68  0.00
N -2.42 2.55 1.50  0.00
N -2.44 1.87 0.30  0.00
C -3.29 2.29 -0.57  0.00
C -3.35 1.83 -1.93  0.00
C -4.24 2.46 -2.81  0.00
C -4.30 2.11 -4.14  0.00
C -3.46 1.10 -4.62  0.00
C -2.58 0.46 -3.78  0.00
C -2.51 0.82 -2.43  0.00
O -1.67 0.18 -1.61  0.00
H -3.24 3.63 2.66  0.00
H -2.30 5.15 5.67  0.00
H -0.03 4.90 6.61  0.00
H 1.65 3.48 5.47  0.00
H 1.01 2.29 3.38  0.00
H -3.97 3.08 -0.27  0.00
H -4.86 3.26 -2.43  0.00
H -4.98 2.62 -4.81  0.00
H -3.50 0.83 -5.66  0.00
H -1.92 -0.32 -4.14  0.00
C 1.06 -2.05 -2.83  0.00
C 1.59 -0.65 -2.51  0.00
P 1.94 -0.32 -0.73  0.00
C 3.25 -1.55 -0.33  0.00
C 3.24 -2.35 0.80  0.00
C 4.30 -3.21 1.07  0.00
C 5.37 -3.29 0.19  0.00
C 5.39 -2.49 -0.94  0.00
C 4.35 -1.61 -1.19  0.00
C 2.97 1.18 -0.66  0.00
C 3.36 1.62 0.61  0.00
C 4.08 2.79 0.75  0.00
C 4.43 3.53 -0.37  0.00
C 4.05 3.10 -1.63  0.00
C 3.33 1.92 -1.78  0.00
C -0.23 -2.54 -2.17  0.00
P -0.01 -2.98 -0.38  0.00
C -1.12 -1.93 0.66  0.00
C -2.46 -1.57 0.44  0.00
C -3.22 -1.01 1.45  0.00
C -2.68 -0.79 2.70  0.00
C -1.36 -1.12 2.95  0.00
C -0.59 -1.67 1.93  0.00
C -0.88 -4.60 -0.28  0.00
C -2.24 -4.81 -0.52  0.00
C -2.79 -6.07 -0.41  0.00
C -1.98 -7.16 -0.07  0.00
C -0.63 -6.97 0.16  0.00
C -0.08 -5.69 0.06  0.00
H 1.85 -2.79 -2.63  0.00
H 0.90 -2.07 -3.91  0.00
H 0.87 0.11 -2.82  0.00
H 2.50 -0.49 -3.09  0.00
H 2.40 -2.31 1.48  0.00
H 4.28 -3.82 1.96  0.00
H 6.19 -3.97 0.40  0.00
H 6.24 -2.52 -1.62  0.00
H 4.40 -0.96 -2.05  0.00
H 3.07 1.06 1.49  0.00
H 4.37 3.13 1.74  0.00
H 4.98 4.46 -0.26  0.00
H 4.29 3.69 -2.51  0.00
H 3.01 1.63 -2.76  0.00
H -0.49 -3.49 -2.65  0.00
H -1.06 -1.86 -2.35  0.00
H -2.90 -1.75 -0.53  0.00
H -4.25 -0.74 1.25  0.00
H -3.28 -0.35 3.49  0.00
H -0.92 -0.94 3.92  0.00
H 0.45 -1.93 2.13  0.00
H -2.87 -3.98 -0.79  0.00
H -3.84 -6.22 -0.60  0.00
H -2.42 -8.14 0.02  0.00
H 0.00 -7.80 0.43  0.00
H 0.97 -5.54 0.25  0.00
Se 1.55 5.29 -3.54  0.07
Sb 0.00 5.16 -1.78  0.01
Se 1.24 6.04 0.22  0.89
Se -2.33 5.43 -1.60  0.02
Se 0.17 2.54 -1.13  0.00

Output
Spin multiplicity ... 2
Relative energy (zero: lowest compared OMol25 entry of this formula, charge and spin) ... 159.9 kJ/mol
Gap between HOMO and LUMO (spin up / spin down) ... 6.41 / 5.86 eV
E_LUMO (spin up / spin down) ... -1.4 / -1.9 eV
E_HOMO (spin up / spin down) ... -7.819 / -7.798 eV
⟨S²⟩ ... 0.75



# C41H36N2O4SbSe4Ti

A structure of composition C41H36N2O4SbSe4Ti (the ωB97M-V functional and the def2-TZVPD basis, the Open Molecules 2025 dataset).

Last column: Löwdin charge in e.
Positions of all 89 atoms, in Å:
Ti -1.54 0.51 -1.00  0.49
C 2.13 1.95 3.97  0.02
C 2.48 0.90 2.91  -0.58
C 3.82 0.27 3.20  0.02
O 2.49 1.50 1.62  0.00
C 1.23 1.30 0.97  -0.10
C 0.45 0.49 2.06  -0.14
O 1.48 -0.11 2.84  -0.03
C -0.78 -0.44 1.84  -0.34
O -1.54 0.14 0.82  -0.30
C -1.60 -0.36 3.14  -0.14
C -2.94 0.02 3.08  -0.01
C -3.70 0.12 4.23  -0.07
C -3.14 -0.15 5.47  -0.10
C -1.80 -0.50 5.54  -0.08
C -1.04 -0.60 4.39  -0.05
C -0.47 -1.92 1.49  -0.09
C -0.62 -2.97 2.39  -0.01
C -0.45 -4.29 2.00  -0.08
C -0.12 -4.60 0.69  -0.10
C 0.04 -3.57 -0.22  -0.07
C -0.13 -2.25 0.18  -0.04
C 1.49 0.96 -0.53  -0.35
O 0.26 0.73 -1.15  -0.29
C 2.38 -0.24 -0.87  -0.13
C 2.71 -0.43 -2.21  -0.02
C 3.46 -1.52 -2.61  -0.08
C 3.89 -2.45 -1.68  -0.10
C 3.55 -2.28 -0.34  -0.08
C 2.79 -1.19 0.05  -0.02
C 2.08 2.25 -1.11  -0.15
C 1.22 3.26 -1.55  -0.04
C 1.73 4.46 -2.02  -0.09
C 3.10 4.67 -2.06  -0.09
C 3.96 3.68 -1.61  -0.09
C 3.46 2.48 -1.14  -0.04
H 2.91 2.72 3.97  0.09
H 2.08 1.49 4.95  0.09
H 1.18 2.44 3.76  0.09
H 4.59 1.05 3.21  0.09
H 4.08 -0.46 2.44  0.08
H 3.80 -0.21 4.18  0.09
H 0.70 2.26 0.91  0.16
H 0.01 1.30 2.66  0.15
H -3.37 0.27 2.12  0.11
H -4.74 0.43 4.16  0.10
H -3.73 -0.06 6.37  0.10
H -1.34 -0.69 6.51  0.10
H 0.01 -0.86 4.46  0.12
H -0.91 -2.76 3.42  0.10
H -0.58 -5.08 2.73  0.10
H 0.01 -5.63 0.39  0.10
H 0.31 -3.78 -1.25  0.11
H -0.01 -1.47 -0.56  0.09
H 2.39 0.30 -2.94  0.12
H 3.71 -1.64 -3.66  0.10
H 4.48 -3.31 -1.99  0.09
H 3.85 -3.01 0.39  0.10
H 2.48 -1.11 1.08  0.10
H 0.15 3.12 -1.50  0.06
H 1.03 5.23 -2.33  0.07
H 3.49 5.61 -2.42  0.10
H 5.03 3.84 -1.63  0.09
H 4.13 1.71 -0.78  0.12
C -0.90 0.69 -5.42  -0.02
C -1.70 -0.31 -5.93  -0.05
C -2.38 -1.14 -5.05  0.00
C -2.24 -0.94 -3.69  -0.21
N -1.49 0.05 -3.21  0.01
C -0.83 0.84 -4.05  -0.08
C -2.93 -1.73 -2.66  -0.18
C -3.63 -2.89 -2.94  0.00
C -4.25 -3.57 -1.90  -0.04
C -4.17 -3.06 -0.62  -0.03
C -3.45 -1.89 -0.42  -0.07
N -2.85 -1.25 -1.42  0.05
H -0.36 1.37 -6.07  0.12
H -1.80 -0.45 -7.00  0.11
H -3.03 -1.92 -5.43  0.11
H -0.26 1.63 -3.59  0.12
H -3.68 -3.27 -3.95  0.11
H -4.79 -4.49 -2.09  0.11
H -4.63 -3.55 0.22  0.11
H -3.35 -1.45 0.56  0.11
Se -4.91 5.93 -0.63  -0.23
Sb -2.66 5.78 -1.36  -0.28
Se -2.18 5.82 -3.69  -0.25
Se -0.88 5.89 0.20  -0.17
Se -2.74 2.34 -1.36  0.21

Output
Total charge ... -1
Relative energy (zero: lowest compared OMol25 entry of this formula, charge and spin) ... 160.0 kJ/mol
Gap between HOMO and LUMO ... 5.12 eV
E_LUMO ... 0.9 eV
E_HOMO ... -4.218 eV



What is the formula in the first record?
C41H36BF5N2SV